Formula: C26H40N9O3PS2Tl
Source: the Open Molecules 2025 dataset
Level of theory: ωB97M-V with the def2-TZVPD basis set

CARTESIAN COORDINATES (ANGSTROEM)
1 Tl -1.06 0.71 0.19
2 N 1.09 1.39 -0.83
3 C 1.74 1.92 0.37
4 C 3.13 2.50 0.15
5 C 3.64 3.33 1.33
6 C 2.85 4.60 1.62
7 N 2.96 5.59 0.54
8 C 2.05 5.93 -0.35
9 N 2.37 6.80 -1.32
10 N 0.82 5.43 -0.34
11 C 1.70 0.82 1.45
12 O 2.71 0.51 2.05
13 O 0.53 0.29 1.64
14 H 1.56 0.57 -1.20
15 H 1.00 2.08 -1.56
16 H 1.07 2.71 0.74
17 H 3.12 3.12 -0.76
18 H 3.83 1.68 -0.03
19 H 4.68 3.60 1.16
20 H 3.62 2.70 2.23
21 H 3.22 5.07 2.53
22 H 1.79 4.39 1.80
23 H 3.87 6.03 0.45
24 H 3.28 7.25 -1.33
25 H 1.67 7.19 -1.92
26 H 0.47 4.81 0.37
27 H 0.15 5.68 -1.05
28 S -3.44 0.34 0.47
29 C -3.97 2.01 0.62
30 C -5.30 2.16 1.02
31 C -5.89 3.40 1.17
32 C -7.26 3.49 1.58
33 N -8.36 3.56 1.91
34 C -5.14 4.55 0.92
35 C -3.81 4.42 0.54
36 C -3.21 3.17 0.37
37 S -1.53 3.19 -0.15
38 C -5.69 5.86 1.07
39 N -6.11 6.93 1.20
40 H -5.89 1.27 1.22
41 H -3.24 5.32 0.35
42 O -0.43 -1.13 -0.94
43 P 0.02 -2.56 -0.74
44 N 1.61 -2.77 -0.39
45 C 2.70 -2.43 -1.31
46 C 3.93 -2.94 -0.57
47 C 3.61 -2.59 0.88
48 C 2.11 -2.88 1.01
49 N -0.83 -3.24 0.48
50 C -1.36 -2.53 1.66
51 C -1.53 -3.64 2.69
52 C -1.85 -4.86 1.84
53 C -0.90 -4.70 0.65
54 N -0.20 -3.36 -2.14
55 C -1.47 -3.18 -2.88
56 C -1.45 -4.29 -3.92
57 C -0.68 -5.41 -3.22
58 C 0.43 -4.65 -2.50
59 H 2.77 -1.35 -1.47
60 H 2.55 -2.90 -2.28
61 H 4.85 -2.49 -0.93
62 H 4.01 -4.02 -0.70
63 H 3.78 -1.53 1.07
64 H 4.19 -3.15 1.60
65 H 1.62 -2.17 1.67
66 H 1.93 -3.89 1.38
67 H -2.32 -2.07 1.42
68 H -0.67 -1.76 2.00
69 H -2.31 -3.40 3.42
70 H -0.60 -3.80 3.24
71 H -2.89 -4.82 1.49
72 H -1.71 -5.81 2.36
73 H -1.28 -5.18 -0.25
74 H 0.08 -5.13 0.89
75 H -1.52 -2.18 -3.32
76 H -2.33 -3.28 -2.20
77 H -0.91 -3.97 -4.81
78 H -2.45 -4.58 -4.23
79 H -0.29 -6.17 -3.90
80 H -1.33 -5.91 -2.49
81 H 1.27 -4.48 -3.18
82 H 0.81 -5.16 -1.62

- HOMO level: -10.44 eV
- Total charge: +1
- ΔE to the lowest compared entry with this formula, charge and spin: 0.00 kJ/mol
- E: -3043.44303 Eh
- Orbital gap: 7.641 eV